[1]
{"formula": "C14H50O11", "method": "ωB97M-V with the def2-TZVPD basis set", "species": ["C", "C", "O", "H", "H", "H", "H", "H", "H", "C", "C", "O", "H", "H", "H", "H", "H", "H", "C", "C", "O", "H", "H", "H", "H", "H", "H", "C", "O", "H", "H", "H", "H", "C", "O", "H", "H", "H", "H", "C", "O", "H", "H", "H", "H", "C", "O", "H", "H", "H", "H", "C", "O", "H", "H", "H", "H", "C", "O", "H", "H", "H", "H", "C", "O", "H", "H", "H", "H", "C", "O", "H", "H", "H", "H"], "coordinates": [[-6.980, 1.870, -3.884], [-8.074, 2.854, -3.987], [-7.551, 4.198, -3.849], [-6.592, 2.014, -2.875], [-6.143, 1.979, -4.574], [-7.505, 0.921, -3.992], [-8.877, 2.718, -3.262], [-8.515, 2.707, -4.972], [-6.856, 4.234, -4.510], [5.166, -4.181, -7.644], [4.647, -2.992, -6.821], [3.221, -3.048, -6.680], [4.912, -5.182, -7.294], [6.242, -4.084, -7.789], [4.680, -4.131, -8.619], [4.982, -2.041, -7.234], [5.185, -3.053, -5.874], [3.076, -2.951, -5.736], [-1.395, 3.243, 7.829], [-2.428, 2.433, 7.080], [-1.792, 1.734, 6.041], [-0.917, 4.075, 7.312], [-0.593, 2.598, 8.189], [-1.768, 3.738, 8.726], [-3.198, 3.102, 6.697], [-2.911, 1.647, 7.661], [-2.400, 1.023, 5.826], [4.383, 4.462, 0.404], [3.606, 5.630, 0.118], [4.409, 4.275, 1.477], [4.067, 3.623, -0.217], [5.406, 4.677, 0.095], [2.815, 5.614, 0.662], [0.019, -0.727, -0.414], [1.085, -1.136, -1.307], [0.233, 0.215, 0.091], [-0.918, -0.633, -0.965], [-0.109, -1.425, 0.413], [1.842, -1.350, -0.757], [2.565, -2.756, 5.876], [1.939, -2.028, 6.905], [3.055, -2.108, 5.150], [3.285, -3.466, 6.284], [1.868, -3.227, 5.183], [1.313, -1.450, 6.462], [0.897, -7.753, 0.453], [0.697, -8.640, 1.525], [1.304, -8.326, -0.380], [-0.012, -7.242, 0.132], [1.694, -7.040, 0.664], [1.525, -9.110, 1.644], [-0.012, 2.807, -5.529], [-0.102, 4.053, -6.247], [-0.559, 2.808, -4.587], [-0.470, 2.022, -6.131], [1.029, 2.574, -5.305], [0.585, 4.646, -5.934], [-2.746, 5.394, 1.391], [-1.552, 5.344, 2.102], [-2.483, 5.836, 0.430], [-3.142, 4.412, 1.130], [-3.414, 6.021, 1.981], [-1.704, 4.761, 2.849], [7.639, -1.170, -0.015], [6.546, -1.800, 0.616], [8.348, -1.888, -0.428], [7.267, -0.609, -0.872], [8.203, -0.559, 0.689], [6.832, -2.692, 0.825], [-6.140, -2.746, 2.804], [-4.809, -2.800, 3.331], [-6.356, -1.716, 2.521], [-6.235, -3.389, 1.929], [-6.715, -3.098, 3.660], [-4.593, -3.714, 3.528]], "spin_multiplicity": 1, "max_force_ha_per_bohr": 0.0375, "smiles": "CCO.CCO.CCO.CO.CO.CO.CO.CO.CO.CO.CO", "de_lowest_kj_mol": 564.9, "mol_weight_g_mol": 394.54}



[2]
{"formula": "C14H50O11", "method": "ωB97M-V with the def2-TZVPD basis set", "species": ["C", "C", "O", "H", "H", "H", "H", "H", "H", "C", "C", "O", "H", "H", "H", "H", "H", "H", "C", "C", "O", "H", "H", "H", "H", "H", "H", "C", "C", "O", "H", "H", "H", "H", "H", "H", "C", "C", "O", "H", "H", "H", "H", "H", "H", "C", "C", "O", "H", "H", "H", "H", "H", "H", "C", "C", "O", "H", "H", "H", "H", "H", "H", "O", "H", "H", "O", "H", "H", "O", "H", "H", "O", "H", "H"], "coordinates": [[3.119, -0.827, 3.858], [1.845, -0.047, 3.675], [1.893, 1.224, 4.302], [3.127, -1.757, 3.290], [3.332, -1.123, 4.872], [3.930, -0.244, 3.401], [1.027, -0.670, 4.098], [1.465, 0.117, 2.679], [2.628, 1.217, 4.916], [-2.909, -2.686, 1.998], [-2.073, -3.918, 1.608], [-0.773, -3.741, 2.145], [-3.954, -2.772, 1.710], [-2.537, -1.831, 1.420], [-2.754, -2.449, 3.056], [-2.090, -4.026, 0.527], [-2.534, -4.767, 2.108], [-0.727, -3.989, 3.071], [-1.841, 2.160, 4.047], [-1.987, 1.281, 2.802], [-2.892, 1.908, 1.869], [-1.305, 3.100, 3.871], [-1.286, 1.593, 4.782], [-2.828, 2.446, 4.405], [-2.376, 0.292, 3.027], [-1.026, 1.103, 2.295], [-2.883, 1.401, 1.032], [-3.756, -1.758, -3.257], [-3.374, -2.339, -1.913], [-2.485, -1.504, -1.215], [-4.452, -2.408, -3.786], [-2.848, -1.636, -3.865], [-4.290, -0.811, -3.136], [-2.903, -3.328, -2.015], [-4.239, -2.495, -1.287], [-1.683, -1.568, -1.745], [0.272, 5.044, -2.932], [-0.115, 3.659, -2.452], [0.272, 3.542, -1.075], [-0.305, 5.273, -3.829], [1.336, 5.051, -3.122], [0.015, 5.740, -2.154], [0.437, 2.882, -2.981], [-1.184, 3.436, -2.583], [-0.068, 4.299, -0.582], [4.134, 2.293, 1.507], [2.918, 2.296, 0.636], [3.207, 2.721, -0.685], [4.611, 3.269, 1.595], [4.823, 1.502, 1.231], [3.869, 2.003, 2.526], [2.135, 2.891, 1.121], [2.546, 1.273, 0.576], [2.391, 3.061, -1.066], [0.593, -0.837, -0.181], [0.355, 0.021, -1.393], [-0.071, -0.807, -2.508], [-0.214, -1.491, 0.098], [0.870, -0.177, 0.648], [1.423, -1.519, -0.322], [1.254, 0.565, -1.644], [-0.425, 0.739, -1.183], [-0.319, -0.184, -3.210], [0.486, -3.639, -2.169], [1.348, -3.816, -1.766], [0.457, -2.691, -2.293], [-1.720, 1.045, -3.866], [-1.823, 1.074, -4.829], [-2.333, 0.386, -3.560], [3.216, -3.453, -0.695], [3.297, -3.366, 0.252], [3.511, -2.625, -1.083], [2.073, -1.359, -5.025], [1.644, -1.253, -4.175], [1.524, -1.998, -5.471]], "spin_multiplicity": 1, "max_force_ha_per_bohr": 0.0430, "smiles": "CCO.CCO.CCO.CCO.CCO.CCO.CCO.O.O.O.O", "de_lowest_kj_mol": 92.2, "mol_weight_g_mol": 394.54}